Molecular formula: C6H22N5P
Method: DFT, ωB97M-V/def2-TZVPD

## Properties
E_HOMO	-15.92	eV
E_LUMO	-0.2942	hartree
charge	+2

Each line ends with the Mulliken charge.
Atoms and positions in Å:
C1 5.164 -0.226 0.206  -1.3899
C2 -1.373 -1.730 1.128  -1.6339
C3 -2.069 -1.236 -1.273  -1.4281
C4 3.729 -0.696 -0.383  -0.1735
C5 2.951 0.512 -0.648  -0.1566
C6 -1.892 -0.557 0.129  0.5758
N1 -3.484 1.818 -0.092  -0.4815
N2 -1.147 0.668 0.239  -0.3993
N3 -3.278 -0.356 0.739  -0.2794
N4 0.230 0.452 0.194  -0.3723
N5 -4.114 0.527 0.084  -0.0213
P1 3.264 1.997 0.054  0.1244
H1 5.367 0.562 -0.588  0.3594
H2 5.813 -1.066 0.171  0.3678
H3 5.215 0.222 1.130  0.4288
H4 -2.064 -2.544 1.004  0.4853
H5 -0.371 -2.126 0.921  0.3656
H6 -1.375 -1.609 2.192  0.4461
H7 -2.616 -0.638 -1.903  0.5056
H8 -1.047 -1.317 -1.489  0.3726
H9 -2.539 -2.172 -1.079  0.3977
H10 3.356 -1.306 0.474  0.2660
H11 3.885 -1.297 -1.155  0.4578
H12 2.020 0.604 -1.134  0.3762
H13 -3.604 2.491 0.638  0.2581
H14 -3.814 2.228 -0.934  0.2642
H15 -1.432 1.300 -0.513  0.3277
H16 -3.262 -0.240 1.739  0.3158
H17 0.601 -0.257 -0.436  0.2896
H18 0.435 0.108 1.177  0.2768
H19 -5.134 0.461 0.382  0.3827
H20 -4.263 0.087 -0.826  0.3324
H21 2.298 2.848 -0.443  0.1558
H22 4.549 2.487 0.294  0.2035

Cartesian forces, eV/Å:
-1.688 0.178 -4.729
0.161 0.378 -1.427
0.697 0.498 3.901
1.545 2.560 5.534
1.003 0.599 1.147
-2.043 -2.185 2.294
-0.548 -0.345 -0.892
-0.176 -0.271 -1.242
0.578 -1.593 0.101
1.367 0.005 2.594
-0.922 0.407 -0.256
-0.415 -0.412 -0.423
1.082 -1.077 1.041
0.818 -0.405 -0.171
-0.457 0.812 2.318
-0.253 -0.434 -0.367
-0.259 0.271 -0.446
-0.133 1.162 0.706
-0.980 1.367 -1.968
1.277 -0.591 -1.532
-0.174 -0.727 -0.334
-0.663 0.353 -0.754
0.352 -2.532 -3.541
-0.821 -0.450 -0.676
-0.426 -0.170 1.014
-0.554 0.424 -0.962
0.412 -0.145 0.487
-0.081 0.500 0.198
-0.883 -0.354 -0.134
0.246 0.621 -1.697
1.353 0.562 0.791
0.564 0.421 -0.655
0.140 0.598 0.015
-0.118 -0.025 0.067

=====

Molecular formula: C14H9ClFN5O2
Method: DFT, ωB97M-V/def2-TZVPD

## Properties
E_HOMO	-8.86	eV
E_LUMO	-0.0102	hartree

Each line ends with the Mulliken charge.
Atoms and positions in Å:
N1 2.907 2.103 2.242  -0.5585
C1 1.902 1.918 1.663  -0.2871
C2 0.645 1.469 1.116  0.4738
C3 -0.071 2.449 0.544  -0.2622
N2 0.054 3.762 0.853  -0.5600
N3 -1.186 2.120 -0.189  -0.0674
C4 -1.764 0.816 -0.121  0.2203
N4 -2.937 0.558 -0.772  -0.1918
C5 -3.685 -0.512 -0.294  0.1386
O1 -4.808 -0.558 -0.730  -0.6571
N5 -3.285 -1.318 0.656  -0.0449
C6 -1.977 -1.362 0.845  0.1756
O2 -1.521 -2.108 1.691  -0.6905
C7 -1.124 -0.298 0.426  -0.4186
C8 0.282 -0.014 0.832  0.8202
C9 1.178 -0.751 -0.054  0.3728
C10 1.059 -0.705 -1.460  -0.2311
C11 1.936 -1.354 -2.319  -0.7182
C12 2.894 -2.265 -1.863  0.2443
F1 3.609 -3.040 -2.697  -0.3100
C13 2.987 -2.316 -0.524  0.2496
Cl1 4.159 -3.454 0.150  -0.2207
C14 2.181 -1.608 0.422  -0.6935
H1 -0.592 4.148 1.581  0.2371
H2 1.053 3.947 1.006  0.2777
H3 -1.649 2.848 -0.702  0.2775
H4 -3.518 1.302 -0.908  0.2684
H5 -3.843 -2.182 0.796  0.3467
H6 0.526 -0.490 1.816  0.5778
H7 0.256 -0.217 -2.033  0.2687
H8 1.857 -1.229 -3.373  0.4225
H9 2.474 -1.657 1.403  0.5399

Cartesian forces, eV/Å:
-2.082 -0.025 -1.548
1.448 -1.249 2.159
0.495 -0.329 -1.718
-1.418 -1.404 1.211
0.750 2.285 -0.108
-1.763 -2.132 -0.273
2.627 -0.772 -0.154
2.232 -1.175 1.494
-3.885 1.920 -2.543
-1.276 -0.518 -0.463
-0.940 -1.785 -0.448
4.182 -0.605 3.926
0.243 -1.603 0.006
-1.085 5.171 -1.295
1.235 -0.826 3.108
1.925 -1.470 -2.024
0.102 0.047 -0.890
0.123 -0.651 0.130
-1.145 1.096 -0.813
-0.238 0.573 0.415
0.688 -1.089 3.155
-0.232 0.344 -0.092
-0.016 0.638 -4.012
1.006 -0.648 -1.019
-0.850 0.518 0.414
-0.091 0.125 -0.001
-2.029 2.259 -0.874
0.534 1.027 0.104
-0.771 0.231 -0.390
0.260 0.287 0.904
-0.313 0.066 -0.703
0.284 -0.306 2.345

=====

Molecular formula: C15H30BCl2F4N3S5SeW
Method: DFT, ωB97M-V/def2-TZVPD

## Properties
E_HOMO (spin up / spin down)	-13.83 / -14.22	eV
spin multiplicity	3
E_LUMO (spin up / spin down)	-0.2545 / -0.2756	hartree
charge	+2

Each line ends with the Mulliken charge.
Atoms and positions in Å:
W1 -0.124 0.095 1.104  0.7245
C1 2.198 0.549 3.839  -0.5071
C2 1.946 -0.934 3.983  -1.0807
S1 1.345 -1.694 2.429  0.2452
C3 2.913 -2.027 1.546  -0.1757
C4 3.465 -0.845 0.782  -0.8786
S2 2.118 -0.019 -0.164  0.3428
C5 2.790 1.691 -0.249  -0.7072
C6 1.689 2.604 -0.734  -0.8727
S3 0.184 2.580 0.324  0.2202
C7 0.604 3.687 1.725  -1.0059
C8 1.385 3.002 2.821  -0.6193
S4 0.660 1.353 3.232  0.0900
H1 3.006 0.763 3.136  0.1652
H2 2.437 0.997 4.806  0.5865
H3 1.163 -1.129 4.719  0.3917
H4 2.852 -1.465 4.277  0.6001
H5 2.677 -2.848 0.864  -0.5090
H6 3.628 -2.391 2.284  0.7080
H7 4.186 -1.188 0.040  0.6130
H8 3.942 -0.109 1.430  0.4567
H9 3.613 1.669 -0.967  0.5974
H10 3.177 1.983 0.728  0.2335
H11 1.322 2.267 -1.705  0.2408
H12 2.022 3.637 -0.817  0.6219
H13 -0.374 4.029 2.077  0.4035
H14 1.146 4.544 1.327  0.5101
H15 1.350 3.593 3.740  0.6250
H16 2.429 2.850 2.547  0.3777
Se1 -2.402 0.690 1.992  0.0845
C9 -2.469 2.487 1.841  0.4255
N1 -2.499 3.634 1.733  -0.5697
F1 -1.307 -3.561 2.895  -0.1969
B1 -1.785 -2.344 2.837  0.4408
F2 -1.169 -1.768 1.195  -0.6135
F3 -3.057 -2.088 2.662  -0.1975
F4 -1.073 -1.393 3.512  -0.2345
Cl1 2.421 -4.768 -0.564  -0.1623
C10 0.709 -4.301 -0.669  -0.5581
Cl2 0.551 -2.543 -0.799  0.1989
H17 0.189 -4.620 0.235  0.2592
H18 0.282 -4.748 -1.567  0.3984
C11 -0.097 -0.741 -4.040  -0.8563
N2 -1.445 -0.257 -3.833  0.1500
C12 -2.030 0.356 -5.015  -1.1943
C13 -1.918 -0.045 -2.601  0.1530
S5 -0.695 0.292 -1.392  -0.1199
N3 -3.212 -0.017 -2.338  0.1801
C14 -4.204 -0.637 -3.195  -1.2086
C15 -3.737 0.533 -1.113  -1.1603
H19 -0.070 -1.293 -4.977  0.3833
H20 0.191 -1.408 -3.231  0.1786
H21 0.621 0.080 -4.096  0.3310
H22 -1.268 0.977 -5.492  0.3953
H23 -2.870 0.996 -4.764  0.3950
H24 -2.347 -0.399 -5.733  0.3744
H25 -3.735 -1.312 -3.905  0.3863
H26 -4.786 0.115 -3.728  0.3909
H27 -4.887 -1.210 -2.568  0.4264
H28 -3.067 1.305 -0.729  0.3793
H29 -3.878 -0.246 -0.358  0.3635
H30 -4.704 0.990 -1.315  0.3800

Cartesian forces, eV/Å:
0.157 -0.516 0.008
-0.186 0.159 -0.125
-0.335 0.040 -0.234
0.246 0.027 0.005
-0.393 0.163 -0.090
-0.203 0.180 -0.151
0.810 0.500 -0.001
-0.092 -0.354 0.053
-0.300 -0.255 0.187
0.117 0.187 -0.005
-0.227 -0.389 -0.028
-0.017 -0.268 0.040
0.469 -0.004 0.058
-0.094 0.013 0.093
-0.026 0.007 -0.055
0.077 -0.056 -0.073
-0.072 -0.015 0.007
0.091 0.179 0.255
-0.031 -0.015 -0.006
0.035 0.064 0.045
-0.043 -0.008 -0.060
-0.032 0.022 0.047
-0.001 -0.045 -0.032
0.022 0.144 0.020
-0.053 0.021 0.030
0.210 -0.011 -0.094
0.001 -0.008 -0.056
-0.009 -0.092 -0.053
-0.040 -0.045 0.034
-0.512 -0.420 0.226
0.046 0.702 -0.075
-0.094 0.113 -0.007
0.161 -0.864 -0.078
0.571 0.621 -0.284
0.390 1.292 0.031
-0.956 -0.142 -0.022
0.098 0.095 0.879
-0.263 -0.174 -0.088
0.161 -0.424 0.103
0.027 -0.536 -0.645
0.113 0.017 -0.168
0.079 0.099 0.202
0.510 -0.282 0.007
-0.099 0.006 0.326
-0.268 0.156 -0.374
-0.355 -0.084 0.572
0.475 0.229 0.040
0.457 -0.017 -0.287
-0.353 -0.230 -0.387
-0.136 0.336 0.608
-0.037 -0.005 -0.050
0.016 0.015 -0.142
-0.010 0.029 -0.046
-0.011 -0.025 0.052
-0.032 -0.036 0.078
-0.053 -0.021 0.001
0.015 0.029 0.014
0.002 -0.020 -0.039
0.061 0.019 0.016
-0.149 -0.173 -0.073
0.079 0.071 -0.130
-0.015 0.002 -0.077

=====

F_max for every record listed, in sequence, given in eV Å⁻¹: 6.3; 5.8; 1.3.